(1)
9
Properties=species:S:1:pos:R:3:forces:R:3:mulliken_charge:R:1 method="wB97M-V/def2-TZVPD" largest_force_ev_per_a=3.55 e_lumo_ev=1.124 multiplicity=1 charge=0 de_lowest_kcal_mol=16.0 homo_energy_ev=-8.321 homo_lumo_gap_ev=9.445 energy_ha=-477.9507
C -0.5649 1.2798 0.3876 -0.45 -2.37 0.68 -0.787
S 1.0664 0.4422 0.0255 0.13 3.55 -0.18 -0.068
C 0.6430 -1.1456 -0.4299 -1.22 -2.44 -0.53 -0.840
H -1.3036 1.0745 -0.3844 0.25 -0.10 -0.49 0.267
H -0.9945 0.6861 1.2774 0.63 1.69 -0.82 0.243
H -0.4998 2.3721 0.4320 0.38 -0.47 0.62 0.295
H 1.5616 -1.7016 -0.6550 -0.26 0.31 -0.44 0.278
H 0.3031 -1.6051 0.4513 -0.46 -1.03 1.47 0.306
H -0.2113 -1.4023 -1.1045 1.02 0.87 -0.31 0.306

=====

(2)
47
Properties=species:S:1:pos:R:3:forces:R:3:mulliken_charge:R:1 method="wB97M-V/def2-TZVPD" largest_force_ev_per_a=14.12 e_lumo_ev=-0.536 multiplicity=1 charge=0 de_lowest_kcal_mol=382.7 homo_energy_ev=-7.568 homo_lumo_gap_ev=7.032 energy_ha=-1110.0177
C -0.0931 1.5268 -8.8220 4.12 5.07 -2.33 -1.031
C 0.6593 2.8082 -7.7899 -3.32 -6.04 0.57 -1.095
C 0.4249 2.1851 -6.3399 2.43 -0.92 -1.68 0.968
C -0.7831 2.5349 -5.5682 11.77 -7.79 -0.11 -1.313
C -0.6316 2.2315 -4.2992 -6.14 -0.23 6.46 -0.028
C 0.2986 1.3724 -3.6833 -2.61 2.59 -3.75 0.561
N 0.1382 0.8163 -2.4780 -2.86 1.85 4.73 -0.151
C -0.7305 1.3009 -1.4353 -4.92 -0.53 -2.62 0.403
O -1.8368 1.9288 -1.5831 3.74 -0.27 -0.52 -0.626
C -0.7554 0.5953 -0.1832 4.26 -6.88 0.51 0.404
C -1.0776 1.1289 1.0241 4.50 -7.19 -5.22 -1.122
C -0.7159 0.5497 2.1111 -2.84 -3.33 9.61 -0.398
C -0.3801 -0.8585 2.2948 1.57 6.06 2.84 0.476
N 0.1478 -1.3859 3.5179 -2.97 -2.45 -0.61 -0.085
C -0.4073 -0.9862 4.6881 -0.68 3.44 4.43 0.190
O -0.9892 0.2121 5.1321 3.44 -7.43 -3.04 -0.664
C 0.0472 -2.1453 5.7463 -6.94 0.67 0.24 0.579
C 1.0743 -1.7492 6.6709 7.29 -2.67 -7.57 -1.033
C 1.8399 -3.0853 7.0255 -2.35 1.29 2.01 -0.459
C 0.9670 -4.0845 6.1412 -3.71 3.18 7.47 -0.727
O 0.3280 -3.4647 5.1282 -1.45 4.68 -0.12 -0.561
C 0.0932 -1.3682 1.1938 0.72 -8.93 -2.80 0.034
C -0.1650 -1.0010 -0.0421 -0.90 7.06 -5.04 -0.910
C 1.2869 0.9870 -4.5170 2.22 -1.69 1.10 0.030
C 1.5763 1.1707 -5.8042 -7.57 5.95 -1.35 -1.336
H -1.0916 1.5510 -8.6545 -2.96 -0.30 0.54 0.369
H 0.1468 1.8631 -9.9669 -0.75 -0.77 2.67 0.269
H 0.4160 0.6363 -8.6698 0.62 -1.69 0.60 0.370
H 0.1738 3.6664 -8.1234 -0.85 1.64 0.18 0.431
H 1.6124 2.7221 -8.1675 2.39 0.23 -0.18 0.384
H -1.2215 3.1881 -6.0017 -6.62 7.92 -4.64 0.686
H -1.7022 2.5719 -3.6908 3.62 -1.04 -1.05 0.064
H 0.8118 0.2631 -2.0436 1.71 -0.93 0.11 0.240
H -1.5223 1.9033 0.9799 -5.47 10.43 0.03 0.899
H -1.2874 1.0499 3.0378 2.19 -1.12 -1.53 0.176
H 0.2108 -2.5548 3.5047 0.16 4.00 0.08 0.431
H -0.9217 -2.2090 6.5036 1.62 -0.52 -2.22 0.182
H 1.8046 -1.1798 5.9092 -1.00 -0.46 2.22 0.223
H 0.7602 -1.1964 7.3791 -1.95 3.90 5.02 0.569
H 1.6157 -3.1347 8.1723 0.66 -0.85 -2.01 0.217
H 2.9364 -3.0002 6.8942 -0.82 -0.37 -0.29 0.311
H 1.5404 -4.6401 5.6946 6.04 -6.99 -3.96 0.616
H 0.2177 -4.6084 6.8472 1.12 0.54 -1.08 0.248
H 0.3034 -2.5892 1.1987 0.25 2.95 0.41 0.073
H 0.1694 -1.4721 -1.0261 -0.70 0.30 1.84 0.324
H 2.0200 0.4987 -3.9928 2.05 -1.85 1.32 0.352
H 2.4623 0.9752 -6.2744 1.86 -0.53 -1.26 0.462

=====

(3)
59
Properties=species:S:1:pos:R:3:forces:R:3:mulliken_charge:R:1 method="wB97M-V/def2-TZVPD" largest_force_ev_per_a=0.61 e_lumo_ev=0.452 multiplicity=1 charge=0 de_lowest_kcal_mol=11.1 homo_energy_ev=-8.127 homo_lumo_gap_ev=8.579 energy_ha=-1678.5306
C -9.7830 -1.4131 0.1396 -0.10 -0.16 0.04 -0.823
O -9.0472 -0.2480 -0.1423 0.19 0.25 -0.06 -0.446
C -7.6909 -0.2898 -0.0167 0.14 -0.06 0.03 0.737
C -6.9564 -1.4021 0.3671 -0.46 0.08 -0.06 -0.386
C -5.5731 -1.3351 0.4659 0.48 0.13 0.00 -0.744
C -4.9081 -0.1544 0.1825 -0.16 0.00 -0.02 0.339
O -3.5457 0.0221 0.2506 -0.10 0.07 -0.04 -0.190
C -2.7494 -1.0558 0.6760 0.11 -0.41 0.14 -0.254
C -1.2732 -0.6518 0.7458 -0.50 0.10 -0.10 0.177
O -0.4370 -1.4440 1.1210 0.04 -0.20 0.08 -0.707
N -1.0537 0.6236 0.3557 -0.37 0.34 -0.17 -0.047
C 0.1517 1.3226 0.2747 0.52 0.09 0.07 0.249
C 1.3538 0.7789 0.7071 0.03 -0.02 0.01 -0.307
C 2.5360 1.5081 0.5946 -0.37 0.41 -0.27 0.692
N 3.7023 0.8917 1.0447 -0.13 -0.31 0.40 -0.105
C 4.9885 1.1632 0.7019 0.06 -0.42 0.24 0.506
O 5.3677 2.1176 0.0662 0.14 0.18 -0.14 -0.639
C 5.9699 0.1052 1.2297 0.26 0.23 -0.10 -0.567
O 5.3742 -1.1150 1.5922 -0.15 -0.16 0.07 -0.546
C 4.7558 -1.8609 0.6092 -0.10 -0.33 0.01 0.141
C 4.7295 -1.5349 -0.7418 0.13 0.06 0.19 -0.028
C 4.0343 -2.3355 -1.6260 -0.18 -0.27 -0.01 -0.815
C 3.3493 -3.4672 -1.1886 0.11 0.16 0.00 0.765
O 2.6810 -4.1699 -2.1466 0.17 0.23 -0.06 -0.438
C 1.9156 -5.2802 -1.7464 -0.10 -0.15 0.05 -0.819
C 3.3893 -3.7968 0.1623 -0.14 -0.14 -0.24 -0.184
C 4.0873 -2.9980 1.0473 0.24 0.38 0.03 -0.882
C 2.5215 2.7874 0.0548 0.04 0.18 -0.08 -0.727
C 1.3108 3.3293 -0.3683 -0.15 -0.50 0.18 -0.177
C 1.3141 4.7014 -0.9270 0.31 0.51 -0.11 0.487
O 2.2754 5.4236 -0.9807 0.03 -0.10 0.02 -0.581
O 0.1094 5.0923 -1.3814 -0.51 -0.06 -0.11 -0.451
C 0.1287 2.6073 -0.2612 0.14 0.04 -0.02 -1.094
C -5.6446 0.9651 -0.2062 0.09 -0.15 0.05 -0.449
C -7.0140 0.8983 -0.3045 -0.09 -0.14 0.03 -0.648
H -10.8267 -1.1482 -0.0214 0.06 -0.07 0.03 0.230
H -9.5111 -2.2337 -0.5324 0.00 0.02 0.03 0.333
H -9.6479 -1.7332 1.1780 0.01 0.00 -0.04 0.333
H -7.4400 -2.3382 0.5962 -0.08 -0.06 0.01 0.361
H -5.0373 -2.2215 0.7661 0.08 -0.06 0.03 0.384
H -3.0432 -1.4007 1.6768 0.06 0.05 -0.12 0.379
H -2.8258 -1.9074 -0.0147 0.02 0.11 0.09 0.373
H -1.8790 1.1303 0.0560 0.13 -0.16 0.09 0.050
H 1.3683 -0.2185 1.1165 0.01 -0.07 0.00 0.676
H 3.5528 0.0293 1.5555 0.15 0.17 -0.13 0.218
H 6.7672 -0.0274 0.4882 -0.16 0.07 0.03 0.388
H 6.4233 0.4896 2.1490 -0.04 0.00 -0.17 0.343
H 5.2331 -0.6585 -1.1183 0.07 0.10 -0.05 0.404
H 4.0026 -2.0890 -2.6751 -0.01 0.04 -0.13 0.435
H 1.4447 -5.6556 -2.6537 0.01 -0.02 0.10 0.236
H 1.1413 -4.9942 -1.0271 0.03 -0.02 -0.01 0.322
H 2.5423 -6.0673 -1.3141 -0.03 0.03 0.00 0.328
H 2.8763 -4.6651 0.5423 -0.07 -0.09 0.00 0.383
H 4.1175 -3.2427 2.0974 0.00 -0.03 0.13 0.423
H 3.4283 3.3600 -0.0492 0.02 0.02 0.02 0.617
H 0.1764 5.9935 -1.7336 0.25 -0.15 0.13 0.350
H -0.7990 3.0444 -0.5952 -0.11 0.03 -0.04 0.570
H -5.1206 1.8815 -0.4268 0.06 0.12 -0.03 0.421
H -7.5908 1.7585 -0.6032 -0.06 0.12 -0.04 0.402

=====

(4)
22
Properties=species:S:1:pos:R:3:forces:R:3:mulliken_charge:R:1 method="wB97M-V/def2-TZVPD" largest_force_ev_per_a=4.90 e_lumo_ev=-2.847 multiplicity=1 charge=+1 de_lowest_kcal_mol=46.2 homo_energy_ev=-13.070 homo_lumo_gap_ev=10.222 energy_ha=-437.9247
C 3.6958 0.0868 0.2005 1.00 2.81 -1.31 -0.532
C 2.8873 1.2321 0.2943 0.32 -0.02 1.32 -0.356
C 3.1198 -1.0924 -0.0380 -0.06 -4.11 0.23 -0.260
C 1.5126 1.2053 0.3292 -0.55 -0.24 -1.31 -0.340
C 1.7299 -1.2062 -0.1071 -0.78 0.70 -0.79 -0.344
C 0.9628 -0.0583 0.0150 -3.91 0.44 0.14 0.103
C -0.8293 -0.2321 -0.2320 3.79 0.51 -0.74 0.586
N -1.1274 -0.7235 -1.4430 1.77 1.03 2.08 -0.334
N -1.6980 0.1552 0.6613 2.87 -0.17 0.88 -0.279
N -4.3238 0.4386 0.4603 0.40 0.04 4.86 -0.791
H 4.7500 0.2743 -0.0512 -0.30 -0.41 0.93 0.345
H 3.3353 2.1760 0.5124 0.49 0.51 -0.27 0.370
H 3.7193 -2.0694 -0.1015 -0.83 1.74 -0.20 0.296
H 0.9930 2.1952 0.3014 0.08 -1.28 0.34 0.312
H 1.2589 -2.1040 -0.4848 0.08 -0.26 0.45 0.403
H -0.3586 -0.8365 -2.0710 0.03 -0.39 -0.39 0.270
H -1.9853 -1.1484 -1.5720 -1.89 -0.88 -0.87 0.202
H -2.7688 -0.0021 0.6062 1.11 1.61 0.31 0.320
H -1.1210 0.6303 1.4240 -2.10 -0.95 -0.74 0.275
H -4.4441 0.3856 -0.4581 -1.02 -0.18 -4.78 0.212
H -4.4021 -0.4942 0.8759 -1.09 0.68 0.05 0.317
H -4.9062 1.1878 0.8780 0.59 -1.16 -0.20 0.227

=====

(5)
15
Properties=species:S:1:pos:R:3:forces:R:3:mulliken_charge:R:1 method="wB97M-V/def2-TZVPD" largest_force_ev_per_a=2.90 e_lumo_ev=-0.464 multiplicity=1 charge=0 de_lowest_kcal_mol=0.0 homo_energy_ev=-9.543 homo_lumo_gap_ev=9.080 energy_ha=-1339.2901
C 0.3908 -1.1427 0.1390 0.06 -0.02 0.11 -1.321
C 0.1788 0.3398 0.2218 -0.05 -0.13 -0.13 1.037
C -1.0741 0.8204 -0.4328 -0.03 0.12 0.05 -1.232
C 1.0382 1.1093 0.8728 -0.17 2.79 0.79 -0.749
Si 0.7938 3.0959 1.3047 0.25 -2.08 -0.61 0.278
I 0.8537 4.4690 -0.7550 -0.01 -0.25 0.46 -0.061
I -1.3676 3.4959 2.4458 0.52 -0.08 -0.23 -0.055
I 2.6751 3.7490 2.7740 -0.49 -0.15 -0.34 -0.101
H -0.3050 -1.6297 0.8260 -0.03 -0.10 -0.04 0.294
H 0.1781 -1.5087 -0.8625 0.00 -0.08 -0.10 0.346
H 1.4018 -1.4292 0.4168 0.04 -0.02 0.04 0.368
H -1.0702 1.8919 -0.6101 -0.04 0.11 0.03 0.224
H -1.9353 0.5760 0.1893 -0.12 -0.02 0.02 0.297
H -1.2025 0.3151 -1.3873 -0.07 -0.01 -0.12 0.369
H 1.9266 0.6976 1.3292 0.14 -0.08 0.08 0.306

=====

(6)
21
Properties=species:S:1:pos:R:3:forces:R:3:mulliken_charge:R:1 method="wB97M-V/def2-TZVPD" largest_force_ev_per_a=5.29 e_lumo_ev=-0.796 multiplicity=1 charge=0 de_lowest_kcal_mol=134.1 homo_energy_ev=-11.195 homo_lumo_gap_ev=10.399 energy_ha=-651.8897
C 0.4842 -2.0839 -0.7962 -0.86 -0.89 0.69 -1.522
C 1.3923 1.6625 0.3772 1.24 -2.69 -1.57 -1.573
C 0.1715 -1.2886 0.4296 -1.99 0.33 -0.92 0.206
C 0.2347 1.2903 -0.5281 -0.15 1.12 1.82 0.355
C -0.4028 0.0656 -0.0703 -1.76 -0.47 4.97 0.150
N -1.7945 -0.0796 -0.5152 1.57 0.38 -1.33 1.130
O -2.7381 -0.0486 0.1702 -1.31 -0.10 0.46 -0.537
O -1.6965 -0.2352 -1.7360 -0.52 -0.24 0.17 -0.598
O -0.8325 -1.9817 1.1339 0.32 2.35 2.56 -0.581
O -0.7432 2.3250 -0.5037 0.29 -1.82 -3.66 -0.555
F -0.8295 0.7705 1.7603 0.72 -1.39 -2.36 -0.587
H 1.0573 -2.9251 -0.5367 1.34 -0.85 0.30 0.417
H 0.9314 -1.4179 -1.4345 1.71 1.02 -2.02 0.426
H -0.3471 -2.5310 -1.3213 -0.77 0.44 0.19 0.371
H 1.8207 2.5652 0.0695 0.69 1.33 -0.53 0.454
H 2.1703 0.8444 0.3670 -0.59 0.92 -0.12 0.329
H 1.0206 1.6949 1.3312 -0.74 0.37 2.46 0.476
H 1.0378 -1.0479 1.0226 0.40 0.01 0.25 0.421
H 0.6258 1.0385 -1.4575 0.34 0.21 -2.37 0.410
H -0.9953 -1.3527 1.9495 0.02 -1.67 -2.01 0.414
H -0.5670 2.7354 0.2885 0.06 1.65 3.01 0.392

=====

(7)
16
Properties=species:S:1:pos:R:3:forces:R:3:mulliken_charge:R:1 method="wB97M-V/def2-TZVPD" largest_force_ev_per_a=5.92 e_lumo_ev=0.540 multiplicity=1 charge=0 de_lowest_kcal_mol=60.4 homo_energy_ev=-8.209 homo_lumo_gap_ev=8.749 energy_ha=-585.1789
C 4.0117 -0.3066 -0.7135 -1.57 -0.74 1.56 -0.854
Si 2.5363 -0.6875 0.1423 0.49 -0.07 0.14 0.613
C 0.6811 -0.1814 0.1956 1.72 1.15 -0.26 -1.010
F 2.6924 -1.7028 1.4308 -0.03 0.66 -1.04 -0.289
H 4.2224 0.4100 -1.4840 -0.20 0.04 -0.20 0.292
H 4.8541 -0.8325 -0.2584 -0.06 0.17 -0.27 0.236
H 0.2115 -0.6360 1.0497 -0.16 -0.23 0.28 0.280
H 0.6745 0.9202 0.3160 0.04 -0.45 0.29 0.368
H 0.0911 -0.2914 -0.6938 -0.06 -0.61 -0.45 0.330
C -2.0023 1.2509 -1.1300 1.72 3.50 -4.46 -0.118
C -2.5359 0.6979 -0.2509 -0.21 -0.77 2.20 0.101
C -3.2703 -0.0308 0.7310 -1.76 0.92 -3.03 -1.218
H -1.7169 1.9391 -1.9744 -0.22 -1.44 1.55 0.335
H -3.5763 -0.8423 0.0889 -0.86 -0.85 0.64 0.273
H -2.7909 -0.3338 1.5612 1.90 -1.07 2.71 0.377
H -4.0824 0.6270 0.9894 -0.73 -0.20 0.33 0.283